This record from OMol25 describes 6 unconnected molecules or ions with the total composition C33H26O21 at a distorted geometry. The level of theory is ωB97M-V with the def2-TZVPD basis set.

Properties
- E_tot: -2852.49826 hartree
- Lowest unoccupied orbital energy: -3.012 eV
- Frontier orbital gap: 5.53 eV
- Charge: 0
- ΔE to the lowest compared entry with this formula, charge and spin: 54.5 kcal/mol
- HOMO: -8.55 eV

The geometry in XYZ format:
```
80
Properties=species:S:1:pos:R:3:forces:R:3
O 36.84500 28.86200 11.97100 0.0 1.2 2.1
H 38.61300 20.89600 9.81500 2.1 0.5 1.8
C 45.27700 31.77100 1.60600 2.4 3.1 -4.2
O 40.64700 25.28800 6.39300 -0.4 0.3 2.0
C 44.05900 31.05600 1.34000 -6.0 -4.4 2.9
C 39.99000 34.43400 9.76700 -2.8 1.6 -4.9
H 37.57500 23.42600 6.42700 1.3 -0.5 0.7
C 43.48400 30.71600 3.90000 -1.1 -1.8 -1.3
C 40.36500 25.99000 8.63800 -1.6 2.4 5.9
C 37.08200 26.66400 11.04400 -0.9 -2.5 -3.0
H 44.04500 31.15500 -0.73000 -0.8 -0.6 3.1
C 40.56900 28.74100 7.73800 1.0 -2.1 -6.2
C 39.64300 33.07000 9.32800 -3.1 -1.8 -1.6
H 37.69400 20.01900 8.93100 -1.1 2.6 -0.2
C 40.16500 27.17500 9.55000 -0.7 -5.1 -0.8
O 43.51300 24.06500 1.28100 0.0 -2.0 1.6
H 45.98900 31.94300 5.31500 1.4 0.7 0.7
C 40.49100 26.18800 7.23600 1.5 2.3 -5.5
O 43.53100 30.81700 0.12200 1.9 1.2 -1.0
O 45.26500 31.35600 5.47200 -2.3 0.0 -3.7
H 37.15500 24.45700 10.76000 2.3 -1.5 7.4
H 36.97700 21.80300 6.27500 0.8 0.7 2.0
H 42.34900 30.03900 2.26000 -5.7 -2.8 -1.7
H 44.31800 21.73200 1.09800 -0.2 -0.9 0.5
H 37.05400 21.77000 9.77300 0.8 -1.5 -1.2
O 40.31600 24.73800 9.11800 0.0 2.8 1.2
H 40.82600 27.80800 5.81000 1.7 1.3 -7.3
O 40.92100 30.03200 7.51200 0.2 -0.7 -0.6
C 43.72000 20.76200 3.10900 1.1 3.3 -2.9
H 42.64800 25.06600 4.68500 -0.4 0.7 -0.7
H 39.82200 27.06400 10.62400 0.8 -0.3 -1.5
C 38.71200 32.89200 8.15500 3.4 1.0 4.7
O 36.87100 24.45200 9.94500 -1.8 1.2 -7.3
H 42.38800 22.64200 5.62300 -0.3 0.9 0.0
C 36.82000 26.46700 8.50100 -1.1 -1.4 -2.6
H 36.34500 30.41100 10.46900 0.1 0.9 2.3
C 36.68400 27.92200 8.43000 0.3 1.7 7.4
O 39.64000 22.12400 7.86300 -3.1 -0.5 1.1
O 44.20500 19.51000 2.96800 -0.3 1.6 -1.2
C 39.37500 35.55200 8.92600 -3.2 0.0 -2.6
H 36.42600 28.53300 7.65700 -0.5 0.7 -2.7
C 40.07200 28.49900 9.08300 0.5 3.5 3.0
C 40.63100 27.61500 6.70800 -2.3 1.5 12.9
C 36.92800 25.77400 9.77500 0.6 5.0 7.3
H 44.12200 18.96900 3.75100 -0.4 0.2 0.9
C 42.96300 23.67900 3.51800 -1.6 -2.5 5.2
C 45.58900 32.04800 2.95500 -3.5 -3.5 5.4
O 37.72100 36.30600 7.28000 -1.3 0.4 -1.6
O 40.70700 34.71000 10.63200 2.9 0.6 3.8
C 44.74900 31.37400 4.17100 5.4 3.0 -2.7
H 36.67200 22.88600 7.67100 -3.0 0.7 1.6
O 42.72000 25.06000 3.70000 0.7 -4.2 1.0
C 37.41600 22.53900 7.07700 0.1 -1.0 -3.4
C 36.62700 28.70300 9.68500 -0.5 1.1 -5.7
C 36.88900 28.15500 11.02300 0.1 -2.9 -2.2
O 37.14100 33.76400 6.47400 3.3 0.9 4.0
O 43.04600 20.35200 5.31300 0.2 -0.7 0.9
C 38.39900 35.27200 7.82500 2.2 3.9 3.9
O 40.06100 32.13900 10.26500 -0.8 2.1 -2.5
H 36.97700 36.16100 6.53900 2.8 -0.8 2.5
H 46.55600 32.34200 3.22400 1.2 0.8 0.2
C 42.73900 22.50600 4.61200 0.4 7.4 -3.3
O 42.78400 30.29800 4.81200 -0.2 0.3 0.5
C 38.39900 21.95600 8.04400 3.6 0.7 -2.2
H 40.32800 24.09500 8.43200 0.1 -1.4 -1.7
H 39.83200 31.24200 9.97600 0.0 -0.7 -0.2
C 38.01000 33.95900 7.43700 -1.9 -3.3 -3.3
H 37.09000 26.30200 12.11900 0.1 -0.1 -1.6
O 36.30500 30.11800 9.58800 0.9 -4.9 -1.8
C 43.43400 23.22700 2.20000 0.1 0.8 -1.1
O 39.80900 29.49600 9.88500 0.3 -3.7 -2.8
O 36.69900 25.68500 7.54300 0.4 1.5 0.5
O 45.90700 32.25300 0.55200 -2.1 -2.1 4.2
H 41.43300 30.26400 6.67300 -0.9 -1.1 1.1
C 43.17000 21.20300 4.46200 0.5 -2.1 -2.5
H 39.56000 36.63000 9.32800 -0.4 -2.2 -1.1
C 43.83300 21.80100 2.08300 0.2 -2.3 1.6
H 38.50600 31.88000 8.11900 -1.0 -1.8 -1.0
C 37.84300 21.17600 9.18700 -1.4 -1.6 -0.2
C 43.19000 30.41200 2.51100 9.2 6.1 -2.5
```
Forces are in eV/Å.

Partial atomic charges computed with the Mulliken method, in multiples of e:
1. O -0.60
2. H 0.42
3. C 0.67
4. O -0.53
5. C 0.43
6. C 0.53
7. H 0.27
8. C 0.37
9. C 0.11
10. C -0.92
11. H 0.39
12. C 0.19
13. C 0.45
14. H 0.31
15. C -0.40
16. O -0.57
17. H 0.34
18. C 1.06
19. O -0.52
20. O -0.36
21. H 0.24
22. H 0.33
23. H 0.66
24. H 0.33
25. H 0.22
26. O -0.49
27. H 1.14
28. O -0.21
29. C 0.44
30. H 0.29
31. H 0.45
32. C -0.84
33. O -0.26
34. H 0.36
35. C 0.82
36. H 0.32
37. C -1.30
38. O -0.71
39. O -0.51
40. C -0.79
41. H 0.69
42. C 0.72
43. C -1.71
44. C 0.80
45. H 0.34
46. C 0.44
47. C -0.77
48. O -0.59
49. O -0.47
50. C 0.58
51. H 0.32
52. O -0.37
53. C -1.00
54. C 0.10
55. C 0.92
56. O -0.68
57. O -0.61
58. C 0.55
59. O -0.39
60. H 0.39
61. H 0.31
62. C -0.53
63. O -0.53
64. C 0.94
65. H 0.18
66. H 0.55
67. C 0.51
68. H 0.28
69. O -0.51
70. C 0.52
71. O -0.87
72. O -0.62
73. O -0.63
74. H 0.30
75. C 0.73
76. H 0.29
77. C -0.89
78. H 0.64
79. C -1.11
80. C -0.98